--- i ---
A 2-piece molecular cluster, CH3O2S overall, computed with ωB97M-V with the def2-TZVPD basis set.

Last column: Löwdin charge in e.
Atoms and positions in Å:
S  -2.43329  0.48836  0.03754  -0.124
H  -2.45004  -0.23501  1.21379  -0.373
O  2.52323  -0.60118  0.07054  -0.040
C  1.41680  -0.06787  -0.14616  -0.447
O  0.28173  -0.49237  -0.63005  -0.030
H  1.31004  1.02742  0.13862  0.129
H  -0.64847  -0.11935  -0.68428  -0.115

Computed properties:
- total charge = -1
- HOMO-LUMO gap (eV) = 7.66
- E_LUMO (eV) = 4.14

--- ii ---
A 2-piece molecular cluster, CH3O2S overall, computed with ωB97M-V with the def2-TZVPD basis set.

Last column: Löwdin charge in e.
Atoms and positions in Å:
S  -2.44952  -0.02407  0.26569  0.244
H  -2.05150  -0.45017  1.47349  -0.295
O  2.46160  -0.03364  -0.96470  -0.079
C  1.40191  0.14031  -0.36967  -0.610
O  0.23098  -0.13883  -0.76220  -0.166
H  1.45139  0.64490  0.61008  0.100
H  -1.04487  -0.13850  -0.25269  -0.194

Computed properties:
- total charge = -1
- HOMO-LUMO gap (eV) = 8.58
- E_LUMO (eV) = 3.88

Relative energy of each structure, in kJ/mol: i 29.5; ii 0.0.

--- i ---
One molecule with the formula C21H24N4O4S2, computed with ωB97M-V with the def2-TZVPD basis set.

Last column: Löwdin charge in e.
Atoms and positions in Å:
C  1.67158  -2.77236  -1.55327  -0.086
H  1.79356  -3.85039  -1.48998  0.081
H  1.50533  -2.50701  -2.59556  0.077
C  0.49805  -2.31770  -0.69637  -0.233
H  0.43088  -1.22654  -0.71214  0.080
H  0.64739  -2.62223  0.34104  0.113
C  -0.83087  -2.89670  -1.19300  -0.178
N  -1.94713  -2.18026  -0.60132  0.005
C  -2.41163  -1.02217  -1.13742  -0.546
N  -3.30002  -0.25704  -0.62446  0.111
C  -3.86242  -0.62126  0.56859  -0.207
C  -4.83392  0.20050  1.14752  -0.006
C  -5.42062  -0.17319  2.33475  -0.069
C  -5.05580  -1.36084  2.96908  -0.074
C  -4.09368  -2.17424  2.41507  -0.008
C  -3.48701  -1.81430  1.20994  -0.067
C  -2.44829  -2.65199  0.62414  -0.357
O  -2.00652  -3.67104  1.11007  0.089
H  -3.78814  -3.09618  2.88623  0.119
H  -5.52975  -1.63917  3.89803  0.103
H  -6.17384  0.45900  2.78123  0.105
H  -5.10267  1.11552  0.64430  0.115
S  -1.75485  -0.53416  -2.70866  1.026
C  -2.23544  1.21463  -2.70942  -0.340
H  -3.27610  1.28784  -2.39650  0.081
H  -2.13320  1.55446  -3.74126  0.092
C  -1.37447  2.09007  -1.80005  -0.519
O  -1.81869  3.09483  -1.30102  0.086
N  -0.10398  1.62919  -1.65783  0.106
C  0.92927  2.12286  -0.86333  -0.195
C  0.89488  3.37429  -0.25172  0.010
C  1.97059  3.80043  0.50894  -0.049
C  3.07977  2.98827  0.69211  -0.067
C  3.09275  1.74083  0.09743  -0.260
C  2.04312  1.30475  -0.67941  -0.003
H  2.12035  0.33475  -1.14560  0.105
S  4.43184  0.58355  0.40830  0.664
O  4.29842  -0.50574  -0.51563  -0.293
O  5.67269  1.29177  0.47799  -0.275
N  4.11732  -0.02823  1.93035  -0.335
C  4.35424  0.87600  3.02599  -0.106
H  4.54112  0.30034  3.93321  0.094
H  3.50459  1.54908  3.19994  0.089
H  5.24067  1.45511  2.78058  0.081
C  2.91975  -0.82250  2.02215  -0.100
H  2.87301  -1.44046  1.12999  0.066
H  2.97860  -1.46444  2.90109  0.097
H  2.01392  -0.20493  2.09159  0.097
H  3.93216  3.31393  1.26529  0.112
H  1.94069  4.77847  0.96409  0.111
H  0.02912  4.00273  -0.38088  0.106
H  0.10725  0.75535  -2.13054  0.081
H  -0.92303  -3.94243  -0.89257  0.133
H  -0.90474  -2.82623  -2.28101  0.087
H  2.59500  -2.29981  -1.22385  0.051

Computed properties:
- HOMO-LUMO gap (eV) = 9.06
- E_LUMO (eV) = 0.36

--- ii ---
One molecule with the formula C21H24N4O4S2, computed with ωB97M-V with the def2-TZVPD basis set.

Last column: Löwdin charge in e.
Atoms and positions in Å:
C  -5.79888  -3.77004  0.58783  -0.107
C  -5.22958  -2.47421  1.15255  -0.255
C  -3.93234  -2.03938  0.46833  -0.181
C  -4.16848  -1.49875  -0.94454  -0.194
O  -5.00506  -0.35883  -0.96283  -0.043
C  -4.53850  0.84271  -0.54136  -0.256
C  -5.50090  1.85200  -0.43186  0.007
C  -5.14920  3.11617  -0.00956  -0.060
C  -3.83244  3.40564  0.30651  -0.023
C  -2.86189  2.42210  0.16850  -0.138
C  -3.21190  1.13896  -0.24853  0.027
H  -2.45343  0.37217  -0.30117  0.108
C  -1.45769  2.77341  0.52140  -0.404
O  -1.17877  3.52071  1.43110  0.097
N  -0.52717  2.18024  -0.30264  0.139
C  0.85640  2.28193  -0.26912  -0.200
C  1.53727  2.96304  0.74345  0.020
C  2.91722  3.01458  0.72576  -0.037
C  3.61601  2.39599  -0.29385  -0.302
C  2.95996  1.72561  -1.30870  -0.084
C  1.58109  1.66680  -1.29512  -0.002
H  1.05745  1.14539  -2.08354  0.116
H  3.53841  1.26810  -2.09503  0.099
S  5.39335  2.42956  -0.25815  0.643
O  5.86983  3.69093  0.20676  -0.268
O  5.92108  1.86598  -1.45952  -0.307
N  5.73356  1.35938  1.01136  -0.071
C  5.50290  0.02664  0.94823  -0.653
N  5.56506  -0.78422  1.95027  0.003
N  5.30100  -2.04567  1.62075  -0.004
C  5.02435  -2.23340  0.38747  -0.590
C  4.72406  -3.54956  -0.22589  -0.251
C  5.83563  -3.97263  -1.18688  -0.105
H  5.94615  -3.23970  -1.98274  0.061
H  5.60059  -4.93728  -1.62903  0.071
H  6.78048  -4.05369  -0.65574  0.080
H  4.62328  -4.27819  0.57934  0.114
H  3.77801  -3.48650  -0.76816  0.107
S  5.07777  -0.73855  -0.56760  1.110
H  5.98505  1.73617  1.91055  0.135
H  3.46330  3.54367  1.49010  0.121
H  0.97772  3.44612  1.52673  0.105
H  -0.89571  1.65398  -1.08339  0.137
H  -3.54085  4.38400  0.65374  0.118
H  -5.90617  3.87981  0.08186  0.109
H  -6.52219  1.60633  -0.67615  0.120
H  -4.70742  -2.23580  -1.54386  0.122
H  -3.21321  -1.29073  -1.44359  0.119
H  -3.46025  -1.26210  1.07322  0.105
H  -3.24391  -2.88413  0.40302  0.118
H  -5.03051  -2.60953  2.21763  0.107
H  -5.96624  -1.67501  1.05032  0.107
H  -6.68337  -4.06429  1.14733  0.070
H  -5.06666  -4.57184  0.65889  0.073
H  -6.08424  -3.65408  -0.45448  0.065

Computed properties:
- HOMO-LUMO gap (eV) = 8.91
- E_LUMO (eV) = -0.02

Relative energy of each structure, in kJ/mol: i 0.0; ii 167.3.

--- i ---
C3HF3O as an isolated structure, computed with ωB97M-V with the def2-TZVPD basis set.

Last column: Löwdin charge in e.
Atoms and positions in Å:
C  -1.22366  -1.16590  0.11566  -0.080
C  -2.09315  0.03375  -0.38937  -0.191
C  -0.11606  -0.32088  -0.50031  -0.310
O  -1.07168  0.56865  -1.10291  0.079
F  -1.24690  -1.85763  1.24340  0.064
F  -3.33254  0.38407  -0.54107  0.188
F  0.61944  -0.90585  -1.45827  0.080
H  0.56569  0.21235  0.17454  0.171

Computed properties:
- HOMO-LUMO gap (eV) = 9.06
- E_LUMO (eV) = 0.17

--- ii ---
C3HF3O as an isolated structure, computed with ωB97M-V with the def2-TZVPD basis set.

Last column: Löwdin charge in e.
Atoms and positions in Å:
C  2.43446  0.38095  -0.30302  0.061
C  1.27018  0.36432  -0.04972  0.131
C  -1.36965  -0.21691  0.10299  -0.789
O  -0.55844  0.77838  0.05737  0.133
F  -1.38870  -1.04868  1.19312  0.121
F  -1.28577  -1.03315  -0.98832  0.122
F  -2.61393  0.28625  0.10322  0.158
H  3.51186  0.48885  -0.11564  0.063

Computed properties:
- HOMO-LUMO gap (eV) = 9.72
- E_LUMO (eV) = -2.42

Relative energy of each structure, in kJ/mol: i 0.0; ii 171.2.